A molecular structure, C33H40GeN2O6PtSSi, computed with the ωB97M-V functional and the def2-TZVPD basis.

Calculated values
* HOMO-LUMO gap (spin up / spin down): 7.03 / 7.48 eV
* ⟨S²⟩: 0.76
* charge: -1
* maximum force: 0.044 Eh/bohr
* electronic energy: -4726.479749 hartree
* spin multiplicity: 2

Structure (XYZ):
```
85
Properties=species:S:1:pos:R:3:forces:R:3:mulliken_charge:R:1
Pt 1.13015 0.61480 0.54347 1.47 1.30 -1.14 1.65
C -4.67651 1.39338 3.26091 0.13 -0.01 0.00 -1.64
C -3.17442 1.48734 3.18895 -0.03 -0.03 -0.05 1.20
C -2.54897 1.96865 2.04602 0.00 -0.06 0.02 -1.16
C -1.16653 2.07189 1.97592 -0.05 0.26 0.13 0.52
C -0.40202 1.72007 3.07562 0.10 -0.06 -0.09 -0.44
C -1.00720 1.23109 4.22550 0.00 0.01 0.03 -1.03
C -2.38484 1.10522 4.27284 0.02 0.01 0.00 -0.70
S 1.37958 1.80818 3.05398 0.22 -0.69 0.92 1.34
O 1.79050 2.04893 4.41941 0.10 0.10 0.01 -0.85
O 1.80044 2.79831 2.07739 -0.25 0.08 -0.11 -0.56
N 1.76494 0.30715 2.58719 -0.82 0.20 0.03 -0.34
C 3.15917 -0.07126 2.77395 0.18 0.10 -0.65 -0.71
C 3.92854 -0.19941 1.44178 -0.23 -0.07 0.67 0.45
O 5.07422 -0.62221 1.50978 0.03 0.06 -0.36 -0.79
O 3.29284 0.12248 0.36725 -0.29 -0.09 -0.38 -0.69
H -5.11765 1.59173 2.28465 -0.05 -0.02 0.02 0.34
H -5.07513 2.12165 3.97041 -0.03 -0.01 -0.01 0.36
H -4.99049 0.40190 3.59206 -0.03 0.01 -0.01 0.37
H -3.14592 2.25680 1.18793 0.02 -0.01 -0.01 0.37
H -0.70063 2.44954 1.07573 -0.01 0.00 0.04 0.40
H -0.38740 0.96216 5.07145 -0.02 0.01 0.00 0.58
H -2.85655 0.70480 5.16414 0.00 0.05 0.01 0.39
H 3.23171 -1.05870 3.23578 -0.09 0.07 0.18 0.29
H 3.69921 0.64644 3.39311 0.04 -0.10 0.10 0.36
C -0.40650 3.93241 -2.64993 0.22 -0.06 0.09 -1.24
Si 0.70447 3.62042 -1.14197 -0.15 0.89 -0.36 0.78
C 0.08453 4.80771 0.18897 0.03 -0.26 0.15 -1.23
C 2.45822 4.18018 -1.53560 0.02 -0.28 0.11 -1.21
O 0.53926 2.05449 -0.82218 -0.14 -1.46 0.35 -0.36
H -0.48762 5.00171 -2.86782 0.01 -0.02 0.00 0.41
H -1.40767 3.54124 -2.45071 0.00 0.00 -0.01 0.27
H -0.02490 3.43048 -3.54409 -0.05 0.02 -0.01 0.26
H 0.31015 5.84560 -0.07144 0.00 -0.04 -0.12 0.40
H 0.58609 4.58398 1.13288 -0.04 0.06 0.01 0.33
H -0.99443 4.72649 0.35024 0.01 0.02 -0.02 0.30
H 2.47463 5.16400 -2.01199 -0.08 0.00 0.02 0.36
H 2.98239 3.47400 -2.18486 -0.02 0.01 0.00 0.31
H 3.02284 4.24410 -0.60106 0.03 -0.01 -0.03 0.30
C 3.28355 -0.03977 -5.15946 -0.02 -0.02 0.03 -0.61
C 3.13807 -1.31403 -4.62998 -0.03 0.05 -0.08 -0.76
C 2.32382 -1.51937 -3.52361 -0.12 -0.05 0.07 -0.46
C 1.64077 -0.45939 -2.93194 0.20 0.44 0.36 0.00
C 1.81568 0.82174 -3.46048 0.07 -0.08 -0.07 0.32
C 2.62618 1.03026 -4.56693 -0.03 0.00 -0.04 -0.79
Ge 0.48644 -0.69669 -1.34941 -0.38 -0.35 -0.65 0.85
C -1.34572 -0.24182 -1.91604 0.03 0.26 0.30 -0.13
C -2.40015 -0.34978 -1.00574 0.04 -0.02 0.01 0.35
C -3.69293 0.00488 -1.36817 0.00 -0.01 -0.04 -0.92
C -3.94828 0.50156 -2.64038 0.05 0.03 0.02 -0.56
C -2.90456 0.63747 -3.54526 -0.03 -0.05 -0.03 -0.74
C -1.61679 0.25834 -3.18800 0.09 -0.07 0.04 -0.15
C 0.48008 -2.66291 -1.15985 0.27 0.09 0.56 0.09
C -0.57149 -3.45340 -1.61550 0.00 0.13 -0.09 -0.25
C -0.51194 -4.83921 -1.52666 0.05 -0.02 -0.06 -0.48
C 0.61073 -5.45593 -0.98959 -0.03 0.05 -0.01 -0.66
C 1.66837 -4.68050 -0.52820 -0.01 -0.02 -0.01 -0.86
C 1.59768 -3.29600 -0.60787 -0.05 0.08 0.05 -0.32
H 3.91058 0.12051 -6.02825 0.03 0.00 0.02 0.36
H 3.66155 -2.14781 -5.08203 -0.01 -0.02 0.03 0.39
H 2.21621 -2.51701 -3.11540 0.05 -0.02 -0.05 0.31
H 1.31755 1.65453 -2.98464 0.01 -0.02 -0.03 0.03
H 2.75048 2.03043 -4.96546 -0.01 0.00 0.01 0.44
H -2.19622 -0.69699 0.00098 -0.05 -0.01 -0.01 0.51
H -4.50272 -0.10212 -0.65521 0.01 0.02 0.02 0.43
H -4.95327 0.79265 -2.92163 0.00 0.00 0.00 0.35
H -3.09167 1.04430 -4.53191 0.00 -0.02 -0.01 0.38
H -0.80871 0.35666 -3.90357 -0.04 0.05 -0.03 0.40
H -1.44386 -2.97520 -2.04862 -0.03 -0.05 0.02 0.35
H -1.34194 -5.43853 -1.88206 0.01 0.00 -0.01 0.36
H 0.66061 -6.53656 -0.92990 0.00 0.00 0.00 0.33
H 2.54882 -5.15590 -0.11262 0.00 0.02 0.01 0.44
H 2.42256 -2.68756 -0.24651 0.03 -0.06 0.01 0.47
C -1.15508 -3.85053 1.76567 0.02 0.09 0.05 -0.64
N -0.55863 -3.03649 2.80400 -0.03 -0.09 -0.08 0.22
C 0.02264 -3.72289 3.93324 -0.03 0.03 -0.04 -1.02
C -0.43221 -1.70220 2.65270 -0.07 0.11 0.15 0.35
O -0.77885 -1.06628 1.67163 -0.39 -0.40 0.05 -0.29
H -2.08381 -4.30354 2.12467 0.02 -0.05 0.01 0.38
H -0.46639 -4.63652 1.45139 -0.01 0.01 -0.01 0.31
H -1.36983 -3.21350 0.91430 -0.03 -0.01 -0.01 -0.02
H -0.70830 -4.39814 4.38474 0.00 0.01 0.03 0.36
H 0.34376 -3.00040 4.68209 0.01 0.01 -0.01 0.29
H 0.88969 -4.31141 3.61948 0.00 -0.02 0.04 0.32
H 0.00900 -1.21267 3.53032 0.13 0.01 -0.07 -0.13
```
Forces are in eV/Å.

---

A molecular structure, C33H40IrN2O5P2S, computed with the ωB97M-V functional and the def2-TZVPD basis.

Calculated values
* HOMO-LUMO gap (spin up / spin down): 7.12 / 6.65 eV
* ⟨S²⟩: 0.75
* charge: +2
* maximum force: 0.017 Eh/bohr
* electronic energy: -2952.102560 hartree
* spin multiplicity: 2

Structure (XYZ):
```
84
Properties=species:S:1:pos:R:3:forces:R:3:mulliken_charge:R:1
Ir 0.30039 -1.19519 -0.88534 0.04 -0.27 -0.31 3.74
O -1.22574 -3.74904 -0.98626 -0.13 -0.87 -0.05 -0.21
C -1.83543 -2.83079 -0.75631 0.37 0.54 -0.33 -0.35
C -2.89781 -1.95977 -0.44842 -0.71 -0.04 0.19 1.22
C -3.96596 -2.53923 0.25167 0.10 0.04 -0.11 -0.81
C -5.00010 -1.71634 0.65899 0.00 0.07 0.01 -0.83
C -4.94915 -0.35750 0.37934 0.04 0.01 -0.03 -0.76
C -3.88026 0.20176 -0.32752 -0.19 0.05 -0.03 -0.76
C -2.84770 -0.59479 -0.76592 0.23 -0.16 0.11 0.52
P -1.38268 -0.02723 -1.69883 -0.33 0.28 -0.10 0.44
C -1.90040 -0.16256 -3.42510 0.03 -0.03 0.00 0.52
C -1.00430 0.20249 -4.43345 -0.02 0.01 -0.03 0.10
C -1.39638 0.15239 -5.75973 0.00 -0.01 0.00 -0.85
C -2.67866 -0.26512 -6.09451 0.00 0.00 0.00 -0.59
C -3.57516 -0.62018 -5.09917 0.00 0.01 0.02 -0.84
C -3.19228 -0.56591 -3.76641 -0.01 -0.03 0.01 -0.73
C -1.24952 1.73603 -1.33458 0.08 -0.05 0.00 0.61
C -1.73078 2.69488 -2.22404 0.03 0.00 -0.01 -0.68
C -1.65214 4.04169 -1.89525 0.00 0.01 0.00 -0.83
C -1.10348 4.43182 -0.68275 0.00 0.00 0.00 -0.80
C -0.62909 3.47622 0.20922 0.00 -0.04 -0.01 -0.49
C -0.69455 2.13056 -0.11403 -0.01 0.05 0.01 0.20
H -3.96474 -3.59633 0.48332 -0.01 0.00 -0.01 0.60
H -5.83253 -2.13089 1.20977 -0.01 0.00 -0.01 0.47
H -5.75376 0.28384 0.71459 0.01 0.01 0.00 0.51
H -3.86789 1.26348 -0.53805 0.00 0.01 0.01 0.60
H -0.00199 0.52777 -4.19252 0.03 0.01 0.02 0.22
H -0.69669 0.43458 -6.53472 0.00 0.00 0.00 0.46
H -2.97885 -0.30979 -7.13273 0.00 0.00 0.00 0.41
H -4.57746 -0.93531 -5.35566 0.00 0.00 0.00 0.45
H -3.91651 -0.82837 -3.00642 0.02 -0.02 0.00 0.44
H -2.16160 2.39863 -3.17162 0.00 -0.01 0.01 0.46
H -2.02521 4.78454 -2.58736 0.00 0.00 0.00 0.48
H -1.05203 5.48201 -0.42740 0.00 0.00 0.00 0.45
H -0.21843 3.78196 1.16321 -0.01 0.01 0.00 0.44
H -0.33596 1.39157 0.59466 0.00 -0.03 0.00 0.05
C 3.24747 2.65409 0.64222 -0.01 -0.02 0.01 -1.34
C 3.10468 2.31082 -0.80027 0.01 0.01 -0.02 1.25
C 3.47563 3.11748 -1.84669 0.00 0.01 0.02 -0.96
C 3.27637 2.65760 -3.15207 -0.03 -0.07 -0.02 0.70
N 2.71913 1.46206 -3.39733 0.04 0.00 0.01 -0.57
C 2.37900 0.70119 -2.38207 0.01 0.04 0.12 0.64
S 1.71952 -0.88662 -2.66133 -0.06 0.11 0.05 -0.48
N 2.57261 1.10791 -1.09997 0.01 0.17 -0.12 0.52
C 3.65430 3.46780 -4.34091 0.01 0.01 0.00 -1.25
H 3.71817 3.62540 0.76284 0.00 0.00 0.00 0.47
H 3.85124 1.90154 1.15232 0.01 0.00 -0.01 0.37
H 2.26393 2.67476 1.11678 0.00 0.00 0.00 0.15
H 3.91839 4.08375 -1.65716 -0.01 0.01 -0.01 0.41
H 2.29194 0.47846 -0.34353 0.06 -0.03 0.06 -0.15
H 4.15057 4.39447 -4.06589 0.00 0.00 0.00 0.38
H 2.75727 3.69536 -4.91935 0.00 0.00 0.00 0.32
H 4.30515 2.87784 -4.98679 0.00 0.00 0.00 0.35
C 2.01560 0.34598 4.16971 -0.02 0.01 0.01 -1.26
C 0.50387 0.32802 4.04465 0.05 0.03 0.04 1.61
C -0.07910 1.72478 4.12815 0.00 0.00 -0.01 -1.55
C -0.15705 -0.60962 5.03635 0.00 0.01 -0.02 -1.55
O 0.13676 -0.10885 2.66284 -0.08 -0.10 -0.08 0.50
P 0.56570 -1.32219 1.80253 0.25 0.10 0.18 -3.49
O -0.62843 -1.77787 0.93811 0.28 0.17 0.38 -0.36
O 1.62038 -0.89246 0.74069 -0.08 -0.01 0.10 -1.05
O 1.10588 -2.38473 2.78088 -0.03 0.05 -0.07 1.32
C 1.53589 -3.80236 2.55522 0.00 -0.07 0.00 1.47
C 0.38377 -4.65009 3.05530 0.02 -0.01 0.00 -1.49
C 2.77947 -3.95265 3.40651 -0.02 0.01 0.01 -1.70
C 1.83194 -4.05321 1.08778 0.02 0.05 0.03 -1.20
H 2.28800 0.72169 5.15618 0.00 0.00 0.00 0.52
H 2.45607 1.00855 3.42285 0.00 -0.01 -0.01 0.15
H 2.43747 -0.65206 4.06197 0.01 -0.01 0.00 0.18
H 0.10492 2.14046 5.11831 0.00 0.00 0.00 0.48
H -1.15503 1.70265 3.95613 0.00 0.01 0.00 0.36
H 0.38793 2.37921 3.39050 -0.01 0.01 -0.01 0.22
H -0.02356 -0.21337 6.04311 0.01 0.00 0.00 0.52
H 0.28255 -1.60373 4.99883 -0.01 -0.01 0.00 0.18
H -1.22676 -0.67971 4.83819 0.00 0.00 0.01 0.32
H 0.18983 -4.45480 4.10940 -0.01 0.01 0.00 0.35
H 0.62838 -5.70640 2.94152 0.00 0.01 0.00 0.47
H -0.52088 -4.44012 2.48298 -0.01 -0.01 0.00 0.19
H 2.56433 -3.70664 4.44604 0.00 0.00 0.00 0.31
H 3.57682 -3.30406 3.04336 0.00 0.00 0.00 0.35
H 3.12838 -4.98432 3.36461 0.00 0.00 0.00 0.52
H 0.92843 -3.97195 0.48015 0.03 -0.01 0.00 0.08
H 2.21505 -5.06787 0.98129 -0.03 -0.01 0.00 0.56
H 2.59284 -3.36809 0.71442 0.00 0.00 -0.01 0.31
```
Forces are in eV/Å.

---

Summary of energy relative to the best compared isomer or geometry (same formula, charge and spin) in kcal/mol
34.5 12.0
(order as listed above)